Below is a structure of composition C12H16Br18N3, with properties calculated with the ωB97M-V functional and the def2-TZVPD basis.

E (eV): -1277923.1166
Orbital gap (hartree): 0.296

The geometry in ORCA input format:
```
! RIJCOSX wB97M-V def2-TZVPD def2/J DEFGRID3
* xyz 1 1
C -2.60039 -4.45988 2.79766
C -1.93087 -3.21397 2.87824
C -1.31378 -1.69107 2.93747
C -0.14571 -1.50196 4.11278
C 0.14517 0.10480 4.27354
N 0.35156 0.84923 2.96862
C -0.45690 0.26428 1.82871
N -1.06790 1.04459 0.84179
N -0.63177 -1.25627 1.63212
H -3.26627 -5.37745 2.42337
H -2.13885 -0.86315 3.14820
H 0.83922 -2.02656 3.69778
H -0.46954 -2.04978 5.09540
H 1.16763 0.21076 4.87555
H -0.71257 0.59102 4.94654
H 0.05480 1.83741 3.16581
H -1.27300 2.06587 0.94918
H -1.36165 0.58211 -0.06293
H -1.23137 -1.45801 0.80230
C -0.59151 5.45851 -0.00933
Br -1.45167 4.45370 1.41710
Br 1.33404 5.57025 0.24331
Br -1.05182 4.76040 -1.76574
H -0.98036 6.48094 0.04030
C 3.25842 3.73139 -3.25602
Br 2.29143 4.67568 -4.65511
Br 4.36656 4.93467 -2.20329
Br 2.06600 2.67916 -2.13569
H 3.93390 3.02752 -3.75333
C 4.99286 0.17722 -5.26603
Br 4.02587 1.12151 -6.66512
Br 6.10100 1.38050 -4.21331
Br 3.80044 -0.87501 -4.14571
H 5.66834 -0.52665 -5.76334
C 7.50109 -3.21180 -6.11657
Br 6.53410 -2.26751 -7.51566
Br 8.60923 -2.00852 -5.06384
Br 6.30867 -4.26404 -4.99624
H 8.17657 -3.91568 -6.61387
C -5.40223 3.31461 0.32916
Br -4.36400 2.71842 -1.20409
Br -4.78079 2.50273 1.98408
Br -5.46176 5.25508 0.45262
H -6.43044 2.97257 0.17164
C -6.52560 -6.24578 3.48393
Br -7.38576 -7.25059 4.91036
Br -4.60005 -6.13404 3.73657
Br -6.98591 -6.94389 1.72752
H -6.91445 -5.22335 3.53356
*
```